1.
Formula: C30H35N2
Source: the OMol25 dataset
Level of theory: ωB97M-V/def2-TZVPD

```
67
Properties=species:S:1:pos:R:3
N 0.1342 3.7638 1.0086
N 0.8465 -1.1173 1.6311
C 5.4962 -2.4760 -1.7539
C 1.6672 -1.3558 2.7872
C -0.6635 -2.9581 0.0008
C 0.7559 -2.1020 3.7828
C -1.3369 3.2372 -0.9378
C 3.4681 2.0717 2.7363
C 4.4401 -0.2082 -1.5111
C 0.8200 1.8970 -0.0445
C 3.0037 -2.1236 -1.8398
C 2.0261 0.0324 -1.2566
C -1.2981 -3.5442 -1.0987
C -0.7844 3.5235 -2.3339
C -0.6249 -2.2141 3.1102
C -2.5198 -3.0278 -1.5497
C 4.2928 -1.5898 -1.6923
C -0.5510 -1.2931 1.8607
C 1.2968 3.3691 1.6650
C 1.8943 -1.3121 -1.7014
C 2.8693 1.5508 1.5802
C 1.7711 2.2112 1.0283
C 0.8484 0.7313 -0.8239
C -3.1052 -1.9373 -0.8976
C 1.8495 3.8931 2.8240
C 3.3306 0.6007 -1.2968
C -2.1092 4.4656 -0.4401
C -1.2479 -1.8624 0.6397
C -2.4813 -1.3642 0.2145
C -0.1657 2.9331 -0.0068
C -2.2827 2.0438 -0.9753
C 2.9660 3.2298 3.3556
H -1.4352 -1.8800 3.7652
H -1.8194 1.1703 -1.4412
H -2.9573 4.6443 -1.1132
H -2.5958 1.7728 0.0407
H 2.0608 -0.4206 3.2217
H 5.4461 0.2205 -1.5074
H -0.0906 0.3948 -1.2621
H 0.2968 -3.3302 0.3707
H -0.8316 -4.3971 -1.5925
H -3.0172 -3.4825 -2.4069
H -0.4067 4.5780 1.2845
H -0.2021 2.6761 -2.7127
H 0.8892 -1.6949 -1.8867
H 2.8892 -3.1893 -2.0502
H -1.6071 3.7195 -3.0341
H -2.5215 4.3120 0.5641
H -0.8108 -3.2522 2.8083
H 1.4129 4.7851 3.2736
H 1.1638 -0.4352 0.9632
H -1.0293 -0.3284 2.1143
H -1.4969 5.3751 -0.4524
H 6.0778 -2.4376 -0.8241
H 6.1672 -2.1796 -2.5683
H 2.5369 -1.9758 2.5131
H 3.2604 0.6506 1.1091
H 3.4534 3.6043 4.2550
H 1.1666 -3.0932 4.0035
H -0.1371 4.4089 -2.3118
H -2.9285 -0.5366 0.7747
H -3.1800 2.2950 -1.5571
H 0.6807 -1.5320 4.7142
H 4.3380 1.5619 3.1559
H 5.1838 -3.5100 -1.9193
H -4.0546 -1.5284 -1.2436
H 3.4491 1.6776 -1.1569
```

Calculated values
ΔE to the lowest compared entry with this formula, charge and spin, kcal per mole: 9.5
Highest occupied orbital energy, eV: -10.5514
Lowest unoccupied orbital energy, Ha: -0.1772
Charge: +1
Gap between HOMO and LUMO, eV: 5.73


2.
Formula: C30H35N3O6S3Ti
Source: the OMol25 dataset
Level of theory: ωB97M-V/def2-TZVPD

```
78
Properties=species:S:1:pos:R:3
Ti 0.9848 0.0575 -1.3204
S 0.4297 0.2994 2.8400
S -0.6529 -2.4717 3.4142
S -2.2306 -0.8968 -0.9280
O 0.9350 1.6308 -0.4057
O -2.7777 0.0531 -1.8642
O 2.6200 0.5826 -2.1340
O -2.3565 -2.2887 -1.2674
O -0.8659 -0.3399 4.9386
O -0.7274 -0.5681 -0.7346
N 2.1627 -0.9671 0.0361
N -0.1077 1.0070 -2.8764
N 1.3936 -1.9158 -2.5067
C -2.7827 0.6238 1.2509
C -0.2090 3.2137 0.9188
C 4.3955 2.1308 -2.0075
C -0.4723 -1.1305 -4.1008
C -1.5002 -1.2085 5.8709
C 3.8829 0.7240 -0.1055
C -2.9318 -0.6184 0.6495
C -0.9139 1.9559 -2.5695
C -2.0419 3.5861 -1.1446
C 2.8364 -2.1841 -2.6903
C 5.6868 2.3313 0.0253
C 0.8030 -3.0326 -1.7016
C -4.3055 -1.3608 2.4525
C 1.5687 -2.1544 0.6411
C 3.1912 -0.3844 0.5240
C -0.3703 -0.8564 3.7897
C -0.0765 2.4935 -0.2650
C -4.8429 0.1602 4.3908
C -2.1858 4.2879 0.0316
C 4.9315 1.3318 0.5965
C -4.1775 -0.1236 3.0732
C -0.9908 2.6755 -1.3143
C 3.6035 1.1375 -1.4276
C -1.2617 4.0960 1.0601
C -0.2606 0.3811 -4.1895
C -3.6791 -1.6209 1.2433
C 0.8086 -1.9187 -3.8790
C 5.4129 2.7216 -1.2859
C -3.4010 0.8596 2.4614
C 1.4853 -3.3056 -0.3585
H 2.1465 -2.4532 1.5179
H -2.3704 -1.6943 5.4287
H -1.2405 -1.3756 -3.3688
H 0.5814 -1.8832 1.0135
H -5.5104 -0.6497 4.6826
H -0.8710 -1.4539 -5.0651
H -0.2556 -2.8327 -1.5605
H 0.6423 0.5888 -4.7719
H 0.8951 -4.0860 0.1274
H 0.4894 3.0252 1.7222
H 6.0053 3.5012 -1.7482
H -2.1825 1.3926 0.7857
H 6.4843 2.8026 0.5822
H 0.8845 -3.9455 -2.3057
H -0.8136 -1.9842 6.2092
H -1.1068 0.8411 -4.7047
H -4.8916 -2.1387 2.9261
H -1.7930 -0.5691 6.7023
H -1.6389 2.2715 -3.3207
H -2.7572 3.7128 -1.9483
H -1.3734 4.6361 1.9916
H 4.1768 2.4306 -3.0237
H -3.2650 1.8173 2.9493
H -3.7616 -2.5869 0.7656
H 1.5698 -1.5044 -4.5429
H 5.1337 1.0046 1.6097
H -5.4227 1.0833 4.3447
H 3.2730 -1.4079 -3.3111
H -3.0101 4.9756 0.1590
H 3.6064 -0.7543 1.4626
H 2.9676 -3.1598 -3.1719
H 2.4769 -3.7334 -0.5246
H -4.0950 0.2849 5.1750
H 0.6609 -2.9619 -4.1790
H 3.3553 -2.1873 -1.7389
```

Calculated values
ΔE to the lowest compared entry with this formula, charge and spin, kcal per mole: 5.8
Highest occupied orbital energy, eV: -6.3212
Lowest unoccupied orbital energy, Ha: -0.0390
Charge: 0
Gap between HOMO and LUMO, eV: 5.26


3.
Formula: C30H35N6NaO4PS2
Source: the OMol25 dataset
Level of theory: ωB97M-V/def2-TZVPD

```
79
Properties=species:S:1:pos:R:3
S 4.0946 -3.3064 0.7994
S 2.7725 -3.7042 3.7903
P 4.3033 -3.0399 2.7315
Na 1.2067 -3.0241 0.8983
O 4.4392 -1.4912 3.3120
O -0.0167 -2.3763 -1.1112
O -0.7777 -4.2319 -0.1438
O 5.7838 -3.6555 3.1785
N 0.8369 1.5491 0.9463
N 1.3539 -0.6346 1.6006
N -0.1676 4.2026 2.1919
N -1.0250 4.6764 3.0919
N -0.7496 3.2965 1.3358
N -1.4097 -1.1435 -2.9829
C -0.9088 -3.2079 -0.9332
C -2.0258 3.2272 1.6781
C -3.5938 4.3188 3.4007
C -1.4593 -0.1178 -3.9625
C -3.4853 1.0147 -2.9972
C -4.4767 2.6095 1.8869
C -3.2745 -3.8887 -1.3880
C -3.6249 -2.0240 -3.3491
C 2.0346 1.1275 0.1928
C 0.0126 2.7044 0.3525
C -4.5438 3.5565 2.8836
C 4.7212 0.7577 3.0249
C -2.3031 4.0727 2.7236
C -2.2913 -2.9937 -1.6718
C 6.3173 -3.3667 4.4227
C -3.1731 2.3909 1.1655
C -0.3466 -0.1636 -4.8912
C -4.5297 -3.8926 -2.1611
C -2.4294 -2.0067 -2.6628
C 7.8218 -3.3693 4.3765
C -2.4489 0.8764 -3.9908
C 5.3907 -0.5414 2.7626
C -0.6990 0.4046 2.5923
C -2.1521 1.9615 -4.9248
C -2.9451 3.2246 -4.8700
C -4.5543 -3.0280 -3.1946
C -0.2919 0.7039 -5.9036
C 0.4839 0.4923 1.6484
C 2.3537 -0.1554 0.6583
C -1.0682 1.8140 -5.8948
H -2.9802 3.9029 -5.7398
H -0.9960 2.8052 -6.4940
H -5.2526 -4.5893 -2.1572
H 8.2944 -4.3749 4.0666
H 3.0856 -0.8430 0.3181
H -1.4213 2.7072 -1.9875
H 8.2088 -3.0485 5.3819
H 3.8079 0.9367 2.4584
H 2.3987 1.7637 -0.4387
H -5.5628 3.7332 3.5454
H -0.4488 -1.3449 -2.4980
H -3.4841 0.3221 -2.0702
H -3.6609 1.8487 -2.5088
H -4.4596 0.6527 -3.2656
H -3.0973 -4.6684 -0.6175
H -3.9757 2.8018 -4.7828
H 5.5572 -0.8143 1.6648
H 5.3475 1.7427 2.9124
H 6.3361 -0.7182 3.1094
H 5.9940 -4.1877 5.0901
H 0.7166 3.7227 0.4381
H -0.5807 1.0578 3.5873
H -5.5530 2.1165 1.4072
H -3.6616 5.1949 4.3080
H 5.9658 -2.4227 4.7494
H 4.6238 0.9160 3.9628
H -0.7421 -0.7619 2.9412
H 8.1320 -2.6772 3.5998
H -2.5650 3.5815 -3.9298
H -3.6362 -1.5432 -4.3179
H 0.1953 -1.1687 -4.9850
H -5.2600 -3.0727 -4.0448
H -2.9854 1.6728 0.2213
H -1.7882 0.6611 2.2764
H 0.2930 0.4772 -6.8135
```

Calculated values
ΔE to the lowest compared entry with this formula, charge and spin, kcal per mole: 0.0
Highest occupied orbital energy (spin up / spin down), eV: -2.2458 / -2.2252
Lowest unoccupied orbital energy (spin up / spin down), Ha: 0.1453 / 0.1451
Charge: -2
Spin multiplicity: 2
Gap between HOMO and LUMO (spin up / spin down), eV: 6.20 / 6.17


Which of these has the highest ΔE to the lowest compared entry with this formula, charge and spin?
C30H35N2